1.
Below is C17H24N2 in the gas phase at a distorted geometry, with properties calculated with wB97M-V/def2-TZVPD.

Geometry as XYZ:
```
43
Properties=species:S:1:pos:R:3:nbo_charge:R:1
N 0.257 -1.146 -0.512 -0.468
N -2.034 1.212 0.300 -0.455
C 2.826 -3.793 0.714 -0.221
C -1.470 2.350 -0.380 -0.234
C -0.650 1.399 2.406 -0.439
C -1.018 0.476 1.150 -0.058
C 3.253 -3.254 -1.615 -0.215
C 0.348 0.098 0.429 -0.200
C 3.511 -3.831 -0.365 -0.219
C -2.902 2.667 2.209 -0.440
C 1.686 -2.893 0.689 -0.214
C -0.399 -0.800 -1.834 -0.208
C -0.855 3.172 0.744 -0.427
C -3.227 1.658 1.060 -0.231
C 1.356 -2.097 -0.448 0.125
C 2.059 -2.355 -1.685 0.007
C 1.541 -1.885 -3.021 -0.435
C 0.710 -0.569 -2.897 -0.414
C -1.319 2.849 2.205 -0.195
H -2.158 3.006 -0.903 0.207
H -0.788 0.903 3.458 0.216
H 3.868 -3.555 -2.441 0.215
H -3.397 2.319 3.118 0.211
H -1.355 -0.523 1.492 0.225
H -3.952 2.163 0.386 0.199
H 0.419 -0.161 -3.880 0.213
H 0.434 1.579 2.326 0.195
H 0.954 -2.661 -3.301 0.211
H 0.739 0.925 -0.148 0.179
H 0.222 3.042 0.844 0.199
H 1.245 -2.919 1.613 0.205
H -3.888 0.897 1.411 0.206
H 2.371 -1.937 -3.812 0.216
H -1.183 4.202 0.681 0.204
H 3.137 -4.266 1.613 0.213
H -0.897 3.698 2.765 0.222
H -1.046 -1.535 -2.224 0.192
H -1.034 0.133 -1.703 0.226
H 0.982 -0.137 1.229 0.210
H 4.410 -4.396 -0.264 0.194
H -3.386 3.663 2.037 0.199
H -0.677 2.099 -0.974 0.193
H 1.308 0.203 -2.473 0.193
```

## Properties
DFT total energy, hartree: -771.554163
Energy relative to the best compared isomer or geometry (same formula, charge and spin), kJ/mol: 0.0
SMILES: c1ccc2c(c1)CCCN2C[C@H]1CC2CCN1CC2
LUMO level, eV: 1.0
Highest occupied orbital energy, eV: -7.7


2.
Below is 2 unconnected molecules or ions with the total composition C17H24N2O3PS at a distorted geometry, with properties calculated with wB97M-V/def2-TZVPD.

Geometry as XYZ:
```
48
Properties=species:S:1:pos:R:3:nbo_charge:R:1
S -0.687 0.344 2.067 0.236
P 4.972 -0.764 2.188 1.326
O 0.224 0.620 -1.173 -0.748
O 5.900 -2.173 2.000 -0.947
O 5.320 0.123 0.762 -0.972
N -0.450 2.766 -3.164 -0.201
N -0.864 -2.571 1.148 -0.630
C 2.145 -0.321 2.135 -0.205
C -2.965 -0.497 3.667 -0.201
C -1.843 -2.193 2.142 0.151
C -1.937 -0.841 2.693 -0.207
C 0.830 3.037 -2.404 -0.407
C -1.595 3.445 -2.471 -0.414
C 0.474 -2.125 1.442 0.252
C -0.701 1.263 -3.313 -0.227
C 3.206 -1.330 1.919 -0.430
C 0.774 -0.741 1.885 -0.249
C 1.549 -3.126 1.272 -0.268
C -2.787 -3.236 2.596 -0.244
C -0.913 0.509 -2.010 -0.094
C 2.935 -2.710 1.517 -0.180
C -3.905 -1.543 4.102 -0.220
C -3.831 -2.916 3.576 -0.188
C -0.301 3.345 -4.548 -0.403
H 0.547 2.864 -5.035 0.235
H -2.694 -4.260 2.155 0.221
H -1.664 3.074 -1.450 0.239
H 1.358 -4.172 0.944 0.229
H -0.130 4.417 -4.458 0.233
H 0.171 0.866 -3.836 0.231
H -1.580 1.154 -3.950 0.232
H -3.053 0.539 4.060 0.240
H 3.752 -3.449 1.363 0.233
H 0.026 0.147 -0.349 0.506
H -2.510 3.228 -3.021 0.230
H -1.794 0.874 -1.474 0.181
H 0.661 2.873 -1.345 0.257
H 1.096 4.083 -2.559 0.220
H -4.681 -1.270 4.858 0.235
H 4.462 0.207 0.294 0.482
H 1.611 2.390 -2.794 0.236
H -4.557 -3.704 3.890 0.239
H -1.402 4.517 -2.460 0.235
H 5.651 -2.512 1.116 0.472
H -1.220 3.155 -5.103 0.230
H -1.072 -0.550 -2.237 0.210
H 2.379 0.725 2.453 0.248
H -0.904 -3.561 0.913 0.398
```

## Properties
DFT total energy, hartree: -1736.690717
Total charge: +1
LUMO level, eV: -2.5
Highest occupied orbital energy, eV: -10.2


3.
Below is a molecular structure, C17H24N2O4 at a distorted geometry, with properties calculated with wB97M-V/def2-TZVPD.

Geometry as XYZ:
```
47
Properties=species:S:1:pos:R:3:nbo_charge:R:1
O 0.546 -1.262 0.853 -0.592
O -5.627 -0.616 0.025 -0.512
O 4.822 1.465 0.832 -0.512
O -5.405 1.425 -0.666 -0.618
N -3.695 0.622 0.282 -0.472
N -1.018 -0.356 -0.287 -0.442
C -2.750 1.623 -0.068 -0.197
C 7.495 -1.330 -0.541 -0.210
C 6.759 0.374 1.034 -0.149
C 1.118 0.804 0.094 -0.502
C 5.518 -0.252 -0.970 -0.311
C -4.966 0.552 -0.099 0.884
C 5.632 0.465 0.098 0.260
C 0.241 -0.197 0.357 0.625
C 7.800 -0.523 0.486 -0.256
C 2.609 0.379 0.590 -0.368
C -1.723 1.054 -0.962 -0.209
C -3.126 -0.509 1.082 -0.258
C 6.372 -1.021 -1.643 -0.117
C -2.001 -1.170 0.004 -0.145
C -6.839 -0.436 -0.318 -0.050
C -7.620 -1.709 0.212 -0.630
C 3.540 1.577 0.234 -0.069
H -1.515 -1.963 0.966 0.218
H -3.177 2.348 -0.517 0.221
H -2.138 0.461 -1.758 0.215
H 8.761 -0.814 1.048 0.221
H -2.622 -1.492 -0.503 0.147
H -7.349 0.546 0.054 0.181
H -2.297 2.201 0.955 0.175
H -4.013 -1.145 1.369 0.231
H -8.537 -1.789 -0.250 0.210
H 3.612 1.705 -1.066 0.141
H 7.065 0.976 1.715 0.200
H 1.215 0.863 -1.115 0.252
H -6.914 -0.375 -1.434 0.164
H -7.244 -2.510 -0.341 0.206
H 3.360 2.700 0.499 0.210
H 2.494 0.350 1.603 0.216
H 0.859 1.982 0.414 0.250
H -7.596 -1.884 1.254 0.210
H 8.204 -2.135 -0.954 0.204
H 2.945 -0.390 0.198 0.197
H -2.576 -0.304 2.169 0.191
H -0.960 1.652 -1.087 0.195
H 4.532 -0.340 -1.525 0.216
H 6.208 -1.602 -2.326 0.175
```

## Properties
DFT total energy, hartree: -1072.136274
Energy relative to the best compared isomer or geometry (same formula, charge and spin), kJ/mol: 1560.7
LUMO level, eV: 0.4
Highest occupied orbital energy, eV: -8.3


4.
Below is C17H24N2O5S in the gas phase at a distorted geometry, with properties calculated with wB97M-V/def2-TZVPD.

Geometry as XYZ:
```
49
Properties=species:S:1:pos:R:3:nbo_charge:R:1
S -2.377 -0.716 -0.967 2.336
O 1.817 0.729 0.317 -0.634
O -3.415 -0.347 -0.045 -0.952
O -0.213 -1.918 3.546 -0.491
O -0.066 -2.308 -1.964 -0.509
O -2.743 -1.484 -2.117 -0.926
N -1.718 0.718 -1.498 -0.671
N 2.379 2.911 0.299 -0.606
C 0.913 -3.092 -2.604 -0.253
C -1.188 -1.410 1.369 -0.270
C -0.227 -1.991 2.188 0.282
C 3.177 2.869 1.482 -0.065
C -1.104 -1.546 -0.003 -0.395
C 0.882 -2.847 0.220 -0.284
C -0.452 2.724 -0.938 -0.390
C 4.394 3.734 1.585 -0.428
C -0.820 0.672 -2.629 -0.234
C 0.882 2.130 -1.426 -0.317
C 1.740 1.828 -0.194 0.690
C 3.179 4.041 2.415 -0.429
C 0.807 -2.710 1.590 -0.205
C -0.073 -2.256 -0.608 0.375
C -1.241 -1.193 4.181 -0.252
C 0.642 0.836 -2.221 -0.424
C -1.344 1.608 -0.416 -0.245
H -1.233 -0.141 3.881 0.176
H 0.688 -3.026 -3.667 0.204
H -2.225 -1.622 3.968 0.180
H -0.955 3.236 -1.759 0.213
H 1.270 0.811 -3.111 0.215
H 1.553 -3.160 2.225 0.226
H -1.036 -1.268 5.248 0.200
H 1.400 2.874 -2.040 0.213
H -0.275 3.450 -0.141 0.219
H -2.268 2.002 0.015 0.224
H 3.199 1.866 1.885 0.248
H -0.982 -0.294 -3.109 0.253
H 2.286 3.804 -0.161 0.392
H 5.268 3.334 2.074 0.222
H 1.920 -2.704 -2.420 0.176
H 0.860 -4.139 -2.288 0.181
H 4.621 4.392 0.760 0.211
H 1.700 -3.409 -0.201 0.223
H 3.215 3.852 3.476 0.222
H -2.031 -0.858 1.750 0.256
H -0.806 1.059 0.370 0.203
H 2.590 4.905 2.147 0.210
H -1.108 1.459 -3.336 0.187
H 0.925 0.000 -1.580 0.241
```

## Properties
DFT total energy, hartree: -1546.037992
Energy relative to the best compared isomer or geometry (same formula, charge and spin), kJ/mol: 285.0
SMILES: COc1ccc(OC)c(S(=O)(=O)N2CCC(C(=O)NC3CC3)CC2)c1
LUMO level, eV: 0.6
Highest occupied orbital energy, eV: -8.1


5.
Below is C17H24N2OS in the gas phase at a distorted geometry, with properties calculated with wB97M-V/def2-TZVPD.

Geometry as XYZ:
```
45
Properties=species:S:1:pos:R:3:nbo_charge:R:1
S 1.925 -0.750 1.168 0.386
O -1.813 3.495 -2.120 -0.544
N -1.163 1.092 -0.651 -0.487
N -1.209 -3.847 -0.199 -0.460
C -0.839 -1.395 -0.382 -0.427
C 3.079 2.957 1.881 -0.193
C -0.343 1.512 -1.801 -0.243
C 4.362 0.458 1.798 -0.204
C -0.802 -0.030 0.319 -0.053
C 2.988 0.539 1.574 -0.210
C -2.510 1.712 -0.556 -0.227
C -0.462 3.034 -1.915 -0.064
C -1.924 -3.934 -1.482 -0.410
C -2.841 2.511 -1.853 -0.072
C 5.104 1.620 2.093 -0.204
C -1.363 -5.111 0.604 -0.406
C 0.943 1.616 1.230 -0.235
C 0.561 0.337 0.887 -0.155
C 2.350 1.765 1.625 -0.077
C 4.463 2.867 2.078 -0.223
C -1.053 -2.581 0.554 -0.204
H -0.697 1.056 -2.731 0.176
H -2.560 2.351 0.319 0.180
H 5.061 3.749 2.300 0.215
H -1.003 -5.933 -0.042 0.198
H -3.242 0.916 -0.398 0.186
H -1.761 -4.925 -1.933 0.202
H -2.458 -5.288 0.815 0.163
H 4.862 -0.486 1.785 0.215
H -2.987 -3.849 -1.306 0.160
H 0.225 3.352 -2.698 0.184
H -0.133 3.437 -0.960 0.168
H -0.206 -2.650 1.282 0.199
H 0.726 1.258 -1.690 0.224
H 0.072 -1.556 -0.959 0.217
H -1.983 -2.470 1.140 0.157
H -3.793 3.033 -1.714 0.199
H -1.585 -3.137 -2.173 0.203
H -0.787 -5.047 1.517 0.204
H 0.238 2.449 1.160 0.226
H 2.552 3.915 1.885 0.219
H -2.940 1.872 -2.738 0.170
H -1.699 -1.356 -1.083 0.216
H -1.521 -0.096 1.123 0.219
H 6.165 1.539 2.246 0.215
```

## Properties
DFT total energy, hartree: -1245.043094
Energy relative to the best compared isomer or geometry (same formula, charge and spin), kJ/mol: 269.4
SMILES: CN(C)CC[C@@H](c1cc2ccccc2s1)N1CCOCC1
LUMO level, eV: 0.7
Highest occupied orbital energy, eV: -7.8


6.
Below is 2 unconnected molecules or ions with the total composition C17H24N4O3 at a distorted geometry, with properties calculated with wB97M-V/def2-TZVPD.

Geometry as XYZ:
```
48
Properties=species:S:1:pos:R:3:nbo_charge:R:1
O -1.904 -1.602 2.866 -0.735
O -1.101 -2.327 0.895 -0.582
O -1.516 1.130 0.458 -0.626
N -2.148 3.160 6.668 -0.793
N 0.888 0.503 -5.603 -0.536
N 0.320 1.896 -1.725 -0.777
N 0.382 0.094 1.012 -0.646
C 1.199 -2.902 -4.260 -0.201
C 2.283 -2.932 -6.454 -0.240
C 1.596 -1.604 -6.670 -0.202
C -0.501 0.575 0.015 0.679
C -0.347 1.982 5.261 -0.403
C -0.931 -1.554 1.828 0.798
C -0.275 0.614 4.580 -0.401
C 0.845 -0.481 -1.925 -0.413
C -0.084 -0.251 2.322 -0.117
C 0.928 -0.361 -3.433 -0.126
C -0.010 0.615 -1.448 -0.148
C 0.839 0.797 -4.244 0.003
C -0.741 0.824 3.143 -0.425
C -1.985 2.057 5.639 -0.235
C 1.106 -0.960 -5.616 0.115
C 1.115 -1.433 -4.355 -0.088
C 1.921 -3.658 -5.307 -0.266
H 0.720 -3.585 -3.310 0.226
H -3.473 2.673 7.039 0.319
H -0.267 1.834 2.619 0.241
H 1.221 2.056 -1.290 0.339
H 1.833 -0.476 -1.563 0.206
H -2.220 0.950 5.818 0.175
H 0.318 1.864 -4.065 0.253
H 0.206 -1.437 -1.567 0.244
H 0.886 1.131 -6.265 0.395
H -0.919 0.415 -1.915 0.204
H -0.103 2.415 -0.766 0.373
H 1.252 -0.295 0.741 0.392
H -1.298 2.953 7.561 0.357
H 2.720 -3.241 -7.522 0.225
H 0.049 2.777 4.782 0.204
H 1.717 -1.199 -7.571 0.200
H 0.760 0.223 4.655 0.187
H -2.659 2.357 4.617 0.198
H -2.444 -2.421 2.634 0.491
H -1.937 0.598 3.071 0.279
H 0.806 -0.596 2.769 0.221
H 1.755 -4.827 -5.241 0.237
H 0.156 1.712 6.056 0.188
H -0.956 -0.063 5.068 0.210
```

## Properties
DFT total energy, hartree: -1106.544520
Energy relative to the best compared isomer or geometry (same formula, charge and spin), kJ/mol: 1214.5
LUMO level, eV: 0.5
Highest occupied orbital energy, eV: -7.4